9
Properties=species:S:1:pos:R:3 method="wB97M-V/def2-TZVPD" energy_ev=-28338.228 relative_energy_kcal_mol=50.6 orbital_gap_ev="9.3 / 9.3" e_lumo_ha="-0.043 / -0.043" charge=0 largest_force_ev_per_a=3.27
C 1.41477 0.13927 0.40635
N -1.13540 -0.36882 -1.27163
O -0.48612 1.81430 0.48133
O -1.36778 -1.14759 1.05837
S 0.79293 1.49711 -0.22804
S -1.86062 -0.22832 0.05194
H 2.02873 -0.38613 -0.30549
H 0.85336 -0.44283 1.04153
H -0.23987 -0.87699 -1.23436